Record 1
Here is a structure of composition C18H13BrGaN4O3S6 from the OMol25 dataset. Energies are from the ωB97M-V functional and the def2-TZVPD basis.

charge	-1
spin multiplicity	1
E_LUMO	1.73	eV
energy above the lowest of the compared OMol25 structures with the same formula, charge and spin	18.6	kcal/mol

XYZ file:
```
46
Properties=species:S:1:pos:R:3:forces:R:3:nbo_charge:R:1
Ga -0.276711 -0.362849 0.063954 0.1 0.1 -0.3 1.67
N 3.737296 -1.294457 -0.975429 0.0 -0.2 -0.1 -0.80
C 2.416376 -1.023320 -0.901652 -0.2 0.0 0.2 0.34
S 1.638003 -1.470602 0.616992 -0.3 0.1 0.0 -0.30
N 1.833638 -0.536903 -1.947837 0.5 0.0 -0.5 -0.40
N 0.510081 -0.285916 -1.812205 -0.2 0.1 0.4 -0.39
C -0.137546 0.100499 -2.849692 0.3 -0.1 -0.1 0.17
C -1.573538 0.191555 -2.906534 -0.4 0.0 0.1 -0.24
C -2.176329 0.713913 -4.060014 0.1 0.0 0.0 -0.14
C -3.539170 0.672426 -4.246649 -0.1 0.0 -0.1 -0.28
C -4.336461 0.061075 -3.277676 0.1 0.0 0.0 -0.18
C -3.774407 -0.453048 -2.130601 -0.1 0.1 0.0 -0.31
C -2.393135 -0.358979 -1.889349 0.1 0.0 0.0 0.47
O -1.932492 -0.811403 -0.742367 0.0 -0.1 0.1 -0.87
H 4.242617 -1.441128 -0.121453 0.0 0.1 0.0 0.41
H 4.234007 -0.906472 -1.762578 0.0 0.1 0.0 0.41
H 0.431089 0.261182 -3.763589 0.0 0.0 0.0 0.20
H -1.538897 1.160935 -4.814673 0.0 0.0 0.0 0.21
H -3.992219 1.092451 -5.134797 0.1 0.0 0.0 0.21
H -5.407500 -0.010957 -3.424149 0.0 0.0 0.0 0.20
H -4.384758 -0.919607 -1.367657 0.0 0.0 0.0 0.21
Br -1.612786 -3.431599 1.327392 0.0 -0.1 0.1 0.12
C -2.015249 -1.858241 2.279936 0.3 0.1 -0.1 0.17
C -2.921591 -1.878330 3.323046 0.0 0.0 0.1 -0.27
C -3.173301 -0.684388 3.986282 0.0 -0.1 -0.1 -0.14
C -2.553681 0.476618 3.559720 0.0 0.1 0.1 -0.21
C -1.686637 0.404204 2.485657 -0.1 -0.1 -0.1 0.15
N -1.396880 -0.752836 1.886843 -0.3 -0.2 0.1 -0.53
C -1.127987 1.647242 1.802931 0.1 0.1 0.1 0.76
O -1.318017 2.727500 2.320094 0.0 -0.1 0.0 -0.60
O -0.540948 1.411821 0.681073 0.0 -0.1 -0.1 -0.79
H -3.412372 -2.800337 3.595046 0.0 0.0 0.0 0.24
H -3.869494 -0.669978 4.814441 0.0 0.0 0.0 0.22
H -2.737646 1.441936 4.008028 0.0 0.0 0.0 0.25
C 3.847127 3.169120 2.823373 0.1 -0.2 -0.1 -0.74
S 4.337604 1.473158 2.397275 0.0 0.1 -0.1 0.24
C 4.773700 1.651454 0.707676 0.1 -0.1 0.1 -0.56
C 3.905727 1.965782 -0.301489 0.3 -0.1 -0.1 -0.34
S 2.250039 2.273026 -0.219319 -0.2 0.3 0.0 -0.33
S 4.713148 2.037225 -1.896145 0.0 -0.1 0.5 0.43
C 6.319262 1.610123 -1.413511 -0.2 0.0 0.2 -0.58
S 7.579622 1.460338 -2.469091 0.2 0.0 -0.2 -0.18
S 6.451865 1.346999 0.283946 -0.2 0.2 -0.2 0.44
H 3.596287 3.157759 3.883769 0.0 0.0 0.0 0.21
H 2.978253 3.445094 2.230049 0.0 0.0 0.0 0.25
H 4.676585 3.848726 2.638683 0.0 0.0 0.0 0.21
```
Forces are in eV/Å.

Record 2
Here is a structure of composition C18H13BrLiN2O2 from the OMol25 dataset. Energies are from the ωB97M-V functional and the def2-TZVPD basis.

charge	-1
spin multiplicity	1
E_LUMO	2.74	eV

XYZ file:
```
37
Properties=species:S:1:pos:R:3:forces:R:3:nbo_charge:R:1
Li 0.369910 -1.287931 -1.221753 0.2 0.2 0.1 0.87
Br 0.726988 2.562337 -1.719086 0.0 0.0 0.0 0.05
C -0.816449 1.524891 -2.100373 0.1 0.0 0.1 0.17
C -2.061544 2.126124 -2.100430 -0.1 0.0 0.0 -0.29
C -3.158216 1.304551 -2.328864 0.1 0.0 0.0 -0.16
C -2.960852 -0.042378 -2.570586 0.0 0.0 0.0 -0.23
C -1.662937 -0.535742 -2.576171 -0.1 0.0 -0.2 0.11
N -0.606734 0.244865 -2.325024 -0.1 -0.1 0.1 -0.50
C -1.375955 -2.020341 -2.879310 -0.3 -0.1 -0.1 0.74
O -2.198700 -2.586904 -3.599956 0.1 0.1 0.1 -0.69
O -0.333721 -2.478252 -2.331584 -0.2 -0.2 -0.3 -0.82
H -2.164942 3.184702 -1.916099 0.0 0.0 0.0 0.23
H -4.157194 1.722452 -2.313375 0.0 0.0 0.0 0.21
H -3.776694 -0.727418 -2.751092 0.0 0.0 -0.1 0.24
C -2.541797 -0.281087 3.126096 0.0 0.0 0.1 -0.31
C -1.310635 0.202189 3.538192 -0.1 0.0 0.0 -0.18
C -0.185165 0.116562 2.731245 0.1 0.1 0.0 -0.33
C -0.230117 -0.461854 1.439785 0.0 0.1 0.2 0.28
C -1.504680 -0.964458 1.061072 0.1 0.0 0.0 -0.28
C -2.616685 -0.874649 1.868657 0.0 0.0 0.0 -0.20
N 0.768978 -0.596595 0.518365 -0.1 -0.1 0.0 -0.80
C 2.078707 -0.228843 0.609142 0.0 0.1 0.2 0.28
C 2.803582 0.330857 1.688217 -0.1 0.0 0.1 -0.34
C 4.151996 0.640532 1.578011 0.1 0.0 -0.1 -0.18
C 4.861148 0.418516 0.407939 0.1 0.0 0.1 -0.31
C 4.179036 -0.137369 -0.671773 0.0 0.0 -0.1 -0.20
C 2.842225 -0.446176 -0.568275 0.0 0.0 0.0 -0.27
H -3.412842 -0.207750 3.764991 0.0 0.0 0.0 0.19
H -1.211720 0.658674 4.517447 0.0 0.0 0.0 0.19
H 0.731666 0.520668 3.122188 -0.1 0.0 0.0 0.19
H -1.592509 -1.467007 0.105855 0.0 0.0 -0.1 0.20
H -3.559738 -1.279924 1.517702 0.0 0.0 0.0 0.20
H 2.331997 0.528871 2.634336 0.1 0.0 -0.1 0.20
H 4.655817 1.067621 2.438540 0.0 0.0 0.0 0.19
H 5.913574 0.663223 0.338671 0.0 0.0 0.0 0.19
H 4.697165 -0.322363 -1.606072 0.0 0.0 0.0 0.20
H 2.327040 -0.870594 -1.426628 0.3 0.0 -0.1 0.17
```
Forces are in eV/Å.

Record 3
Here is a structure of composition C18H13InN3O4S2SbSe5 at a distorted geometry from the OMol25 dataset. Energies are from the ωB97M-V functional and the def2-TZVPD basis.

charge	-2
spin multiplicity	1
E_LUMO	3.61	eV
energy above the lowest of the compared OMol25 structures with the same formula, charge and spin	0.0	kcal/mol

XYZ file:
```
47
Properties=species:S:1:pos:R:3:forces:R:3:nbo_charge:R:1
In -0.268687 0.092942 1.287952 -0.4 0.1 -0.1 1.41
O -2.773461 3.017409 -1.033640 -0.1 0.1 0.0 -0.69
C -3.993256 2.586122 -0.686863 0.0 0.0 0.1 0.43
C -5.080439 3.420430 -0.965625 -0.1 0.0 -0.1 -0.31
C -6.366659 3.030055 -0.649724 0.1 0.0 0.0 -0.19
C -6.599286 1.803000 -0.033369 0.0 0.0 0.0 -0.29
C -5.524945 0.982147 0.258134 0.0 0.1 0.0 -0.14
C -4.217856 1.353405 -0.052171 0.1 -0.1 0.0 -0.22
C -3.073663 0.457401 0.289230 0.0 -0.1 -0.4 0.59
O -1.896503 0.800823 -0.108796 -0.1 -0.1 0.2 -0.79
N -3.364228 -0.636818 0.935212 -0.1 -0.1 0.3 -0.46
N -2.237355 -1.350299 1.342641 0.2 0.2 -0.1 -0.37
C -2.308470 -2.601228 1.139625 -0.3 -0.1 0.1 -0.05
S -1.150509 -3.746109 1.805170 0.1 0.1 -0.1 0.31
C -1.835933 -5.202812 0.967314 0.0 0.0 0.1 -0.53
C -2.582051 -4.730188 -0.265220 0.0 0.0 0.0 -0.55
S -3.629405 -3.332266 0.216415 0.0 0.0 0.0 0.27
H -2.135098 2.319261 -0.740893 0.0 0.0 0.0 0.52
H -4.884236 4.369122 -1.449038 0.0 0.0 0.0 0.21
H -7.192358 3.692444 -0.884482 0.0 0.0 0.0 0.19
H -7.607902 1.489775 0.205404 0.0 0.0 0.0 0.20
H -5.666676 0.024993 0.741362 0.0 0.0 0.0 0.23
H -2.502260 -5.724218 1.654913 0.0 0.0 0.0 0.21
H -0.995308 -5.847219 0.707234 0.0 0.0 0.0 0.23
H -3.225228 -5.510596 -0.673051 0.0 0.0 0.0 0.22
H -1.892477 -4.378373 -1.034178 0.0 -0.1 0.0 0.24
Se 0.166908 2.073361 2.558725 0.0 -0.2 0.0 -0.98
O 1.245394 -1.641248 2.060249 0.3 0.2 0.0 -0.66
C 1.377633 -1.981827 0.877233 -0.9 -0.9 0.1 0.66
N 0.482615 -1.514071 -0.064778 0.3 0.3 0.3 -0.79
C 0.412809 -2.397390 -1.111497 0.1 0.1 -0.1 0.67
O -0.366400 -2.390951 -2.044339 0.0 0.0 0.0 -0.61
C 1.466202 -3.456962 -0.867046 0.0 0.1 0.0 -0.14
C 1.817836 -4.565337 -1.606216 0.0 -0.1 0.0 -0.18
C 2.848899 -5.366728 -1.118208 0.0 0.0 0.0 -0.22
C 3.481405 -5.065251 0.085184 -0.1 0.0 0.1 -0.21
C 3.081042 -3.973713 0.853584 0.0 -0.1 0.1 -0.20
C 2.078850 -3.178918 0.341303 0.1 0.1 0.0 -0.04
H 1.304829 -4.800272 -2.530774 0.0 0.0 0.0 0.22
H 3.165523 -6.235031 -1.683654 0.0 0.0 0.0 0.20
H 4.283654 -5.700013 0.440406 0.0 0.0 0.0 0.21
H 3.532641 -3.752086 1.811535 0.1 0.1 0.0 0.24
Se 4.915139 -0.741735 2.012562 0.3 -0.1 0.1 -0.36
Sb 6.325480 -2.038402 0.139170 -0.2 0.1 0.0 0.69
Se 8.445089 -0.923237 0.057162 0.0 0.0 0.0 -0.83
Se 4.713246 -0.638704 -1.485908 0.2 -0.1 0.0 -0.39
Se 3.342155 -0.193687 0.372350 0.3 0.4 -0.2 0.04
```
Forces are in eV/Å.

Record 4
Here is a structure of composition C18H14Br2N4OPdS from the OMol25 dataset. Energies are from the ωB97M-V functional and the def2-TZVPD basis.

spin multiplicity	3
E_LUMO (spin up / spin down)	0.09 / -2.02	eV
energy above the lowest of the compared OMol25 structures with the same formula, charge and spin	0.4	kcal/mol

XYZ file:
```
41
Properties=species:S:1:pos:R:3:forces:R:3:mulliken_spin:R:1
Pd -0.525425 0.880719 0.353118 0.2 -0.3 0.2 0.02
Br -0.394433 6.018691 0.155898 0.1 -0.1 0.0 0.03
C 1.046054 4.813459 0.215011 0.0 0.4 0.1 0.19
C 2.328417 5.254211 0.319241 -0.4 0.2 -0.1 -0.05
C 3.372113 4.319440 0.399615 0.2 -0.1 0.0 0.31
Br 5.122308 5.006373 0.540253 -0.2 -0.1 0.0 0.04
C 3.165291 2.912157 0.371759 0.2 -0.2 0.0 -0.12
C 4.178131 1.951209 0.452948 0.0 0.3 0.0 0.44
C 3.813964 0.585916 0.412322 -0.1 -0.2 -0.1 -0.01
C 2.512961 0.224867 0.258732 0.3 -0.1 0.0 0.13
N 1.499320 1.144264 0.144735 -0.3 0.3 0.3 0.23
C 1.822476 2.470947 0.247323 -0.1 -0.1 -0.2 0.22
C 0.733540 3.395784 0.202624 0.0 -0.3 0.0 0.20
O -0.469386 2.988452 0.155579 0.1 0.1 0.1 0.27
H 2.545433 6.311741 0.348173 0.0 0.0 0.0 0.01
H 5.210745 2.248459 0.546969 0.0 0.0 0.0 0.03
H 4.573305 -0.179632 0.487786 0.0 0.0 0.0 0.00
H 2.221718 -0.813255 0.200257 0.0 0.0 0.1 0.05
C -3.986397 -2.478029 -1.388347 -0.1 0.1 -0.1 0.00
N -3.817861 -1.458733 -0.367699 0.1 -0.2 0.0 0.00
C -3.191690 -0.303979 -0.537041 -0.2 0.1 -0.3 0.00
N -2.851728 0.064273 -1.784205 -0.2 -0.1 0.1 0.00
S -2.859157 0.703509 0.804876 0.3 0.1 0.0 0.00
H -3.988903 -3.455675 -0.913933 0.0 0.0 0.0 0.00
H -3.151810 -2.447903 -2.088933 0.0 0.0 0.1 0.00
H -4.923417 -2.351014 -1.935150 0.0 0.0 0.0 0.00
H -4.007678 -1.705494 0.588711 0.1 0.0 0.1 0.00
H -3.303559 -0.344043 -2.586567 0.1 0.0 0.0 0.00
H -2.470384 0.989704 -1.876549 0.1 0.1 -0.1 0.00
N -0.225634 -6.464324 0.606244 0.0 0.1 0.0 0.00
C -0.277557 -5.315520 0.574678 0.0 -0.3 0.0 0.00
C -0.340284 -3.887943 0.536700 0.0 0.3 0.0 0.00
C -0.002362 -3.203527 -0.631665 0.0 -0.1 0.0 0.00
C -0.038994 -1.819320 -0.652350 0.0 0.0 0.1 0.00
C -0.403435 -1.086512 0.481753 -0.2 0.2 -0.1 0.00
C -0.739154 -1.786950 1.641757 0.1 0.0 0.0 -0.03
C -0.709694 -3.171558 1.675731 0.0 0.0 0.0 0.00
H 0.291648 -3.763443 -1.510756 0.0 0.0 0.0 0.00
H 0.240323 -1.296677 -1.559949 0.0 0.0 0.0 0.00
H -1.024791 -1.242136 2.532379 0.0 0.0 0.0 0.00
H -0.974015 -3.708519 2.577960 0.0 0.0 0.0 0.00
```
Forces are in eV/Å.

The evaluated molecular weight for the records listed, in turn: 675.36, 376.16, 1030.83, 600.63 g/mol.
The evaluated calculated total energy for the records listed, in turn: -8026.6238, -3535.4305, -14393.1258, -6662.6648 hartree.